1.
2 unconnected molecules or ions with the total composition C4H13NO at a distorted geometry. Source: the Open Molecules 2025 dataset; level of theory: ωB97M-V/def2-TZVPD.

Values from the calculation:
Structure (SMILES): CCCNC.O
Relative energy (zero: lowest compared OMol25 entry of this formula, charge and spin) in kcal per mole: 43.6
Molecular weight in g mol⁻¹: 91.154
Largest force on an atom in eV/Å: 3.92
Net charge: 0
Kohn-Sham gap in eV: 9.41
HOMO energy in eV: -8.642

Each line ends with the Mulliken charge.
Atoms and positions in Å:
C  2.1666  -0.1638  0.9655  -0.995
C  1.2678  -1.3105  0.4789  -0.545
C  -0.1849  -1.3456  0.9642  -0.319
N  -1.0123  -0.5314  0.1181  -0.390
C  -2.1987  0.0626  0.8718  -0.917
H  2.4284  -0.0665  2.0882  0.282
H  3.0961  -0.2003  0.3543  0.295
H  1.7795  0.8716  0.8622  0.305
H  1.2307  -1.3116  -0.6432  0.280
H  1.7480  -2.2669  0.8488  0.305
H  -0.4556  -2.5494  0.9553  0.189
H  -0.3153  -1.2279  2.0960  0.299
H  -0.3173  0.3537  -0.1539  0.204
H  -2.5895  -0.6953  1.5193  0.383
H  -1.9558  0.9279  1.4322  0.311
H  -2.9747  0.2249  0.1401  0.308
H  -0.7207  2.7823  -3.6640  0.323
H  0.5753  3.2586  -2.9163  0.323
O  -0.0935  2.5204  -2.9285  -0.643

***

2.
A molecular structure, C33H34CoFGeNO3S4. Source: the Open Molecules 2025 dataset; level of theory: ωB97M-V/def2-TZVPD.

Values from the calculation:
Relative energy (zero: lowest compared OMol25 entry of this formula, charge and spin) in kcal per mole: 27.6
2S+1: 2
Molecular weight in g mol⁻¹: 771.448
Expectation value of S²: 0.775
Largest force on an atom in eV/Å: 0.41
Net charge: +2
Kohn-Sham gap (alpha / beta) in eV: 7.71 / 5.64
HOMO energy (alpha / beta) in eV: -13.826 / -13.825

Each line ends with the Mulliken charge.
Atoms and positions in Å:
Co  1.8267  -0.2645  -0.5332  -0.386
C  -5.2487  -1.8885  1.1345  -1.891
C  -5.0825  -1.3035  -0.2542  0.497
C  -5.7101  -2.1793  -1.3255  -0.969
C  -5.6839  -1.4615  -2.6621  -1.032
C  -4.3009  -0.9529  -2.9734  0.804
C  -3.9561  -0.6262  -4.2643  -0.672
C  -2.6689  -0.1874  -4.5699  -0.204
F  -2.3907  0.1317  -5.8324  -0.328
C  -1.6924  -0.0977  -3.6205  -0.774
C  -2.0154  -0.4376  -2.3002  1.230
C  -0.9864  -0.4043  -1.2858  1.533
O  0.1943  -0.0357  -1.5945  -0.641
C  -1.3818  -0.7357  0.0166  -0.688
C  -2.7048  -0.9970  0.3048  -0.157
N  -3.6438  -1.0770  -0.6231  0.172
C  -3.3229  -0.8276  -1.9637  -1.053
C  -0.3398  -0.5407  1.0356  0.601
O  -0.5792  0.3070  1.9653  -0.416
O  0.7845  -1.0717  0.9030  -0.720
H  -6.3098  -2.0772  1.2880  0.433
H  -4.9358  -1.2115  1.9286  0.531
H  -4.7234  -2.8400  1.2366  0.377
H  -5.5523  -0.3161  -0.2907  0.193
H  -6.7355  -2.4045  -1.0361  0.377
H  -5.1698  -3.1288  -1.3787  0.342
H  -6.3840  -0.6215  -2.6456  0.378
H  -6.0094  -2.1223  -3.4653  0.496
H  -4.6822  -0.7144  -5.0630  0.553
H  -0.6995  0.2413  -3.8740  0.761
H  -3.0132  -1.1627  1.3253  0.489
C  4.8028  -2.7880  -1.2653  -0.541
C  3.4281  -3.3846  -1.5322  -0.789
S  1.9253  -2.3494  -1.5472  0.098
C  1.7167  -1.8369  -3.2769  -0.668
C  2.5660  -0.6506  -3.6855  -0.897
S  2.7150  0.6508  -2.4116  0.076
C  4.5188  0.9212  -2.4665  -0.813
C  5.4336  -0.0911  -1.7987  -0.008
S  5.5188  -1.7475  -2.5645  -0.135
H  5.4792  -3.6384  -1.1603  0.489
H  4.8442  -2.2557  -0.3149  0.247
H  3.2139  -4.1351  -0.7702  0.498
H  3.4086  -3.8942  -2.4965  0.407
H  0.6538  -1.6305  -3.3689  -0.008
H  1.9428  -2.6855  -3.9235  0.748
H  2.1551  -0.1745  -4.5766  0.591
H  3.5809  -0.9748  -3.8934  0.418
H  4.6794  1.9150  -2.0466  0.470
H  4.7394  1.0021  -3.5329  0.543
H  5.1178  -0.2782  -0.7799  -0.356
H  6.4385  0.3278  -1.7499  0.521
Ge  0.8748  1.4690  2.3142  1.811
C  1.6837  0.7971  3.9125  0.325
C  3.0412  0.9101  4.2009  -0.274
C  3.5371  0.4435  5.4103  -0.837
C  2.6795  -0.1320  6.3358  -0.473
C  1.3225  -0.2368  6.0603  -0.739
C  0.8230  0.2278  4.8536  -0.355
C  -0.0542  3.1433  2.3422  0.494
C  0.5453  4.3010  1.8490  -0.422
C  -0.1132  5.5195  1.9374  -0.710
C  -1.3703  5.5850  2.5189  -0.486
C  -1.9726  4.4360  3.0151  -0.689
C  -1.3182  3.2170  2.9300  -0.420
H  2.1390  2.3401  0.2261  0.640
H  3.7250  1.3882  3.5084  0.449
H  4.5916  0.5385  5.6322  0.421
H  3.0683  -0.4939  7.2781  0.404
H  0.6534  -0.6792  6.7860  0.416
H  -0.2382  0.1364  4.6520  0.350
H  1.5336  4.2730  1.4034  0.308
H  0.3573  6.4164  1.5575  0.412
H  -1.8815  6.5356  2.5905  0.408
H  -2.9505  4.4920  3.4744  0.413
H  -1.7977  2.3286  3.3236  0.342
S  3.3750  0.4062  0.8241  -0.390
C  1.9851  1.3433  0.6433  -0.128

***

3.
A molecular structure, C27H27AgN5O2S at a distorted geometry. Source: the Open Molecules 2025 dataset; level of theory: ωB97M-V/def2-TZVPD.

Values from the calculation:
Molecular weight in g mol⁻¹: 593.481
Largest force on an atom in eV/Å: 3.30
Net charge: +1
Kohn-Sham gap in eV: 8.03
HOMO energy in eV: -11.115

Each line ends with the Mulliken charge.
Atoms and positions in Å:
Ag  -0.9023  5.4950  15.7604  0.097
C  -0.6520  2.1163  20.0761  -0.434
O  0.4625  3.0912  19.7123  -0.424
C  0.0213  3.7337  18.5555  0.149
N  -1.1916  3.4753  18.2363  -0.334
C  -1.7838  2.4765  19.1387  -0.102
C  -2.5008  1.2982  18.5005  0.343
C  -1.8771  0.4869  17.5299  -0.323
C  -2.5972  -0.5605  16.9845  -0.558
C  -3.9183  -0.7983  17.3259  -0.537
C  -4.4871  -0.0244  18.3352  -0.547
C  -3.7692  1.0030  18.9299  -0.428
C  1.0634  4.5860  17.8859  0.321
C  2.2960  4.6312  18.5357  -0.225
C  3.2698  5.4901  18.0840  -0.586
C  3.0613  6.0937  16.8726  -0.519
C  1.9215  5.8632  16.1482  0.624
N  0.9625  5.0453  16.5808  -0.523
C  1.9641  6.2618  14.7016  0.608
N  0.9764  6.4744  13.9176  -0.358
C  1.5507  6.7979  12.5694  -0.114
C  3.0617  7.0117  12.8689  -0.554
O  3.2598  6.5129  14.2453  -0.422
C  1.2892  5.6063  11.6849  0.619
C  1.8715  4.3716  11.9995  -0.149
C  1.6952  3.2566  11.1777  -0.679
C  0.9158  3.3763  9.9726  -0.499
C  0.3048  4.5728  9.7199  -0.463
C  0.5161  5.6816  10.5398  -0.645
H  -0.9811  2.2665  21.1282  0.247
H  -0.2017  1.1315  19.9057  0.367
H  -2.5421  3.0620  19.6463  0.500
H  -0.8565  0.6968  17.2610  0.423
H  -2.1163  -1.2560  16.2954  0.348
H  -4.4482  -1.6479  16.9285  0.390
H  -5.5281  -0.1472  18.5488  0.381
H  -4.2066  1.4178  19.8168  0.356
H  2.4871  3.9709  19.3972  0.450
H  4.1386  5.7583  18.7061  0.417
H  3.8405  6.6757  16.3820  0.528
H  1.0040  7.6718  12.1439  0.528
H  3.3067  8.1189  12.9009  0.256
H  3.7529  6.4778  12.1649  0.362
H  2.4474  4.2869  12.9173  0.300
H  2.0669  2.2884  11.4939  0.368
H  0.6264  2.5563  9.3131  0.356
H  -0.3058  4.6289  8.8222  0.370
H  0.1692  6.6348  10.2057  0.325
S  -2.9200  5.8644  14.7074  -0.368
C  -3.6071  7.2926  15.4649  0.298
N  -3.5790  8.5110  14.8980  -0.198
C  -4.2319  9.8074  15.4494  -0.553
C  -4.3870  9.6267  16.9509  -0.431
C  -5.0906  8.2738  17.2021  -0.549
N  -4.3503  7.1584  16.5655  -0.125
H  -3.0659  8.6909  14.0245  0.235
H  -5.1297  9.9721  14.8849  0.289
H  -3.4824  10.4961  15.0959  0.344
H  -5.0898  10.4190  17.2758  0.321
H  -3.4452  9.7290  17.5255  0.282
H  -6.1555  8.1894  16.7953  0.275
H  -5.0859  8.0499  18.2951  0.349
H  -4.3932  6.2388  17.0349  0.218

***

4.
A molecular structure, C11H32N2O5P2Tb at a distorted geometry. Source: the Open Molecules 2025 dataset; level of theory: ωB97M-V/def2-TZVPD.

Values from the calculation:
2S+1: 7
Molecular weight in g mol⁻¹: 493.259
Expectation value of S²: 12.806
Largest force on an atom in eV/Å: 2.64
Net charge: +1
Kohn-Sham gap (alpha / beta) in eV: 5.52 / 3.90
HOMO energy (alpha / beta) in eV: -8.327 / -8.254

Each line ends with the Mulliken charge.
Atoms and positions in Å:
O  -1.7453  -1.6643  0.9136  -0.344
H  -2.5266  -1.8911  0.3108  0.194
Tb  0.0489  -0.4985  -0.2041  0.130
N  0.8402  -0.8038  -2.4632  0.285
N  -0.5429  1.1084  -1.7915  0.313
O  1.4074  -2.1156  -2.9038  -0.676
O  -1.1345  2.3609  -1.3231  -0.480
C  0.6973  0.0708  -3.4644  0.259
C  -0.1153  1.1456  -3.0869  0.280
C  1.3326  -0.0691  -4.7971  -1.253
C  -0.3696  2.2684  -4.0243  -1.501
H  1.9173  -0.9909  -4.9210  0.334
H  1.9985  0.7964  -4.9406  0.314
H  0.5463  -0.0240  -5.5664  0.313
H  -0.9424  3.0699  -3.5476  0.371
H  -0.9335  1.9192  -4.9084  0.336
H  0.5642  2.7230  -4.4052  0.322
H  2.3740  -2.0090  -2.7824  0.348
H  -2.0809  2.2478  -1.5483  0.332
O  1.7808  1.2195  -0.1186  -0.344
H  2.7110  1.2490  0.1753  0.254
H  1.6387  2.0864  -0.5283  0.263
C  -2.9107  -1.6411  -1.2804  -1.137
H  -3.0363  -2.7200  -1.3096  0.444
H  -2.3026  -1.1923  -2.1269  0.335
H  -3.7776  -1.0709  -0.9506  0.391
O  0.4070  -2.6460  -0.5905  -0.502
H  0.0109  -3.4931  -0.2900  0.306
H  0.9864  -2.7847  -1.4231  0.443
C  2.7675  -0.1494  2.7431  -1.157
P  1.2843  -1.1380  2.3447  1.107
C  1.8567  -2.8534  2.5015  -1.347
C  0.0752  -0.8520  3.5660  -1.085
C  -0.9038  0.2530  3.5480  -0.820
P  -1.0150  1.1640  1.9298  1.209
C  -2.7234  1.7591  1.8895  -1.340
C  -0.0703  2.6720  2.2599  -1.345
H  3.5408  -0.2779  1.9694  0.278
H  2.5157  0.9131  2.8725  0.161
H  3.1342  -0.5559  3.6953  0.451
H  2.4291  -2.9298  3.4383  0.416
H  1.0037  -3.5453  2.5410  0.292
H  2.5033  -3.1358  1.6561  0.317
H  -1.8360  -1.9869  1.8253  0.221
H  0.1118  -1.4722  4.4620  0.359
H  -1.9330  -0.1110  3.7215  0.380
H  -0.6934  1.0301  4.3016  0.461
H  -2.8903  2.3778  2.7702  0.387
H  -2.8875  2.3507  0.9867  0.323
H  -3.4111  0.9121  1.8944  0.370
H  -0.5434  3.1633  3.1047  0.477
H  0.9687  2.4478  2.4954  0.197
H  -0.1270  3.3132  1.3797  0.358

***

5.
A molecular structure, C49H39BNOP2PdS at a distorted geometry. Source: the Open Molecules 2025 dataset; level of theory: ωB97M-V/def2-TZVPD.

Values from the calculation:
2S+1: 3
Molecular weight in g mol⁻¹: 869.104
Expectation value of S²: 2.014
Largest force on an atom in eV/Å: 1.34
Net charge: +1
Kohn-Sham gap (alpha / beta) in eV: 7.40 / 6.54
HOMO energy (alpha / beta) in eV: -10.057 / -10.791

Each line ends with the Mulliken charge.
Atoms and positions in Å:
Pd  -0.0724  -0.0337  -0.3532  -0.761
O  -1.8864  0.5635  2.1863  -0.568
S  -0.5095  0.0044  2.0447  2.069
C  -0.4906  -1.2775  3.2735  0.305
C  -0.1265  -1.0384  4.5741  -0.526
C  -0.2913  -2.0096  5.5774  -1.365
C  -0.8757  -3.1990  5.2399  0.037
C  -1.2041  -4.4155  6.0625  -0.773
C  -2.0332  -5.3240  5.1181  -0.889
C  -2.0000  -4.6252  3.7860  0.098
C  -2.5488  -4.9486  2.5756  -1.169
C  -2.3441  -4.0727  1.4960  0.039
C  -1.6300  -2.8899  1.5881  -0.084
P  -1.3298  -2.0665  -0.0129  2.807
C  -0.1278  -3.1175  -0.8862  0.642
C  0.3578  -2.6249  -2.1051  -0.574
C  1.2962  -3.3428  -2.8220  -0.705
C  1.7458  -4.5647  -2.3390  -0.775
C  1.2574  -5.0638  -1.1433  -0.532
C  0.3294  -4.3400  -0.4090  -0.818
C  -2.8762  -2.2133  -0.9464  0.243
C  -2.9939  -2.9682  -2.1093  -0.367
C  -4.1929  -2.9612  -2.8087  -0.786
C  -5.2642  -2.2043  -2.3574  -0.555
C  -5.1433  -1.4418  -1.2017  -0.647
C  -3.9503  -1.4391  -0.5005  -0.530
C  -1.1106  -2.4927  2.8614  -1.737
C  -1.3056  -3.4076  3.9121  1.381
C  0.5903  1.3318  2.4418  0.264
C  1.7271  1.1556  3.1933  -0.137
C  2.5861  2.2263  3.4975  -1.445
C  2.2716  3.4661  3.0150  0.078
C  2.9676  4.7926  3.1630  -0.905
C  2.1357  5.7790  2.3042  -0.791
C  1.0290  4.9441  1.7176  0.135
C  0.0313  5.2558  0.8362  -1.351
C  -0.8029  4.2180  0.3860  -0.016
C  -0.7038  2.9053  0.8149  0.709
P  -1.7605  1.7141  -0.1075  3.003
C  -3.3630  2.5479  -0.2598  0.460
C  -3.7799  3.1701  -1.4347  -0.152
C  -5.0074  3.8135  -1.4687  -0.842
C  -5.8191  3.8313  -0.3431  -0.557
C  -5.4077  3.2027  0.8243  -0.777
C  -4.1847  2.5545  0.8678  -0.675
C  -1.0398  1.7108  -1.7947  -0.691
C  -1.7496  1.0451  -2.8130  -0.434
C  -1.1406  0.7620  -4.0196  -0.878
C  0.1991  1.0909  -4.2201  -0.773
C  0.9207  1.7132  -3.2182  -0.789
C  0.3152  2.0240  -2.0012  0.004
C  0.2829  2.5722  1.8006  -2.326
C  1.1455  3.6193  2.1769  1.365
H  0.2751  -0.0717  4.8467  0.789
H  0.0200  -1.7874  6.5894  0.468
H  -1.7475  -4.1541  6.9704  0.371
H  -0.2821  -4.9088  6.3758  0.332
H  -3.0620  -5.4219  5.4687  0.294
H  -1.6215  -6.3310  5.0516  0.335
H  -3.1242  -5.8539  2.4319  0.473
H  -2.7610  -4.3531  0.5356  0.595
H  -0.0212  -1.6859  -2.5038  0.187
H  1.6837  -2.9472  -3.7515  0.461
H  2.4905  -5.1209  -2.8923  0.388
H  1.6089  -6.0154  -0.7678  0.428
H  -0.0174  -4.7135  0.5451  0.317
H  -2.1600  -3.5588  -2.4655  0.485
H  -4.2876  -3.5532  -3.7097  0.455
H  -6.1956  -2.2056  -2.9081  0.430
H  -5.9767  -0.8467  -0.8510  0.472
H  -3.8334  -0.8349  0.3946  0.389
H  1.9786  0.1661  3.5549  0.951
H  3.4661  2.0577  4.1038  0.488
H  3.9966  4.7234  2.8082  0.323
H  3.0093  5.0971  4.2093  0.313
H  2.7354  6.2211  1.5075  0.296
H  1.7351  6.6028  2.8963  0.343
H  -0.1097  6.2595  0.4565  0.478
H  -1.5515  4.4600  -0.3588  0.526
H  -3.1473  3.1703  -2.3118  0.430
H  -5.3247  4.3051  -2.3788  0.453
H  -6.7739  4.3390  -0.3767  0.428
H  -6.0418  3.2151  1.7008  0.460
H  -3.8483  2.0547  1.7688  0.539
H  -2.7805  0.7554  -2.6391  0.493
H  -1.7038  0.2694  -4.8016  0.463
H  0.6794  0.8488  -5.1590  0.427
H  1.9635  1.9579  -3.3690  0.473
H  0.8687  2.5693  -1.2474  0.309
B  3.5718  -2.1507  1.0925  0.431
C  2.7222  -1.0678  0.3822  0.102
N  2.0755  -0.2640  -0.1525  -0.755
H  2.9436  -3.1806  0.9569  -0.205
H  3.7008  -1.7848  2.2393  -0.232
H  4.6430  -2.2892  0.5596  -0.138